No. 1
Density functional theory data (ωB97M-V/def2-TZVPD) for 2 unconnected molecules or ions with the total composition C23H33BFN5O12S.

```
76
Properties=species:S:1:pos:R:3
C -3.4052 1.3997 -2.9572
C -2.8174 -0.0400 -2.3403
C -1.4490 0.3179 -1.4461
C -1.9999 0.9174 -0.0308
C -0.5606 -1.0399 -1.3893
C 0.9295 -0.6208 -1.9510
C 1.1992 -0.0964 -3.4439
C 0.1793 0.6764 -4.4813
C 0.7845 1.0182 -5.9557
N 2.1354 0.7868 -6.5423
C 3.1132 0.0855 -5.6615
C 2.6884 -0.3660 -4.1591
N 1.3481 0.2079 -0.7161
O 2.6919 0.2125 -0.9964
C 0.9569 -0.6144 0.5360
N 1.5020 -0.3871 1.7758
C 1.1327 -1.2935 2.9265
C 1.7753 -2.7901 2.5416
C 3.4377 -2.7621 2.6338
C 4.1095 -4.2602 2.3176
N 5.6218 -4.1157 2.1699
S 2.6487 0.8994 2.1857
O 2.5765 1.3684 3.6578
O 2.4123 2.2065 1.3310
F 4.2846 0.4219 1.7898
N -0.0355 -1.5690 -0.0353
C -1.1154 -2.2244 0.7383
C -2.4111 -2.7855 -0.0883
C -3.0562 -4.0118 0.8492
O -2.4029 -5.2634 0.3457
H -2.5049 2.1726 -3.0869
H -4.1823 1.9161 -2.2509
H -3.8436 1.2471 -4.0451
H -2.5499 -0.7091 -3.2630
H -3.6939 -0.4597 -1.6727
H -0.8157 1.1994 -1.9436
H -2.6539 1.8754 -0.2883
H -1.1243 1.3227 0.6695
H -2.6932 0.1347 0.4984
H -0.8610 -1.8692 -2.1944
H 1.5691 -1.6263 -1.8604
H -0.9092 0.9381 -4.1129
H 0.0052 1.5473 -6.6927
H 4.1951 -0.1742 -6.0527
H 3.5163 -0.9252 -3.5144
H 2.8101 1.0986 -1.4749
H -0.0334 -1.3538 3.1462
H 1.6292 -1.0238 3.9575
H 1.4155 -3.5514 3.3749
H 1.4204 -3.1870 1.5006
H 3.8073 -2.3235 3.6742
H 3.7816 -2.0865 1.7157
H 3.6784 -4.5563 1.2449
H 3.7788 -5.0066 3.1551
H 5.9160 -4.8823 1.5018
H 5.8766 -3.2023 1.7033
H -1.5441 -1.4204 1.5106
H -0.7564 -3.1282 1.4316
H -2.1381 -3.3221 -1.1186
H -3.2716 -1.9977 -0.1897
H -4.2067 -4.1597 0.6768
H -2.7381 -3.9290 1.9769
H -2.9589 -5.6831 -0.3746
B -2.0160 5.4499 2.2149
O -0.9358 6.0220 3.0249
C -1.3521 6.0004 4.2987
O -0.6910 6.4059 5.2410
C -2.6737 5.4344 4.3722
O -3.3314 5.2750 5.3877
O -3.0938 5.0976 3.1446
O -2.4829 6.4105 1.2100
C -2.3025 5.8378 0.0117
O -2.5870 6.3687 -1.0497
C -1.7317 4.5266 0.1771
O -1.4463 3.7491 -0.7193
O -1.5507 4.2694 1.4800
```

Calculated values
energy relative to the best compared isomer or geometry (same formula, charge and spin) = 199.7 kcal per mole
electronic energy = -2595.23229 a.u.
HOMO = -9.08 eV
frontier orbital gap = 0.2120 Eh

=====

No. 2
Density functional theory data (ωB97M-V/def2-TZVPD) for a molecular structure, C4H6O3Rb.

```
14
Properties=species:S:1:pos:R:3
H -0.8082 2.5903 -0.2377
O -1.9555 2.3465 1.6061
Rb 3.4083 -0.8605 -0.9059
O 1.0525 1.4249 0.1075
C 0.3231 2.3738 0.3523
O 0.7679 3.5666 0.6201
C 2.1296 3.7570 1.0220
C -2.7030 2.7625 0.7324
C -3.7652 3.4876 0.4460
H 2.1703 4.7627 1.4480
H 2.4147 3.0276 1.7894
H 2.7695 3.7132 0.1327
H -3.6985 4.2359 -0.3422
H -4.5911 3.5287 1.1554
```

Calculated values
net charge = +1
energy relative to the best compared isomer or geometry (same formula, charge and spin) = 97.6 kcal per mole
electronic energy = -405.50692 a.u.
HOMO = -11.57 eV
frontier orbital gap = 0.2792 Eh

=====

No. 3
Density functional theory data (ωB97M-V/def2-TZVPD) for C9H14NO2P in the gas phase.

```
27
Properties=species:S:1:pos:R:3
C 0.4754 -0.4884 0.3376
C -0.1739 1.6846 -0.0357
C 1.0927 -0.9032 1.4392
C 3.5710 0.6319 -0.4513
C 0.9658 0.7180 -0.4158
C -0.7748 -1.0635 -0.1697
C -1.7633 -1.6349 0.7600
C -1.1611 -1.2234 -1.5923
C 2.2583 1.3886 -0.0021
N -1.3938 1.1139 0.0676
O 0.0000 2.8535 0.2371
O 4.2271 -0.0542 0.2765
P -2.9522 1.6175 0.4817
H 0.7269 -1.8263 1.9678
H 1.9535 -0.4877 1.8635
H 3.9228 0.7537 -1.5744
H 0.9162 0.7473 -1.5001
H -2.7780 -1.8902 0.4551
H -1.7994 -1.2033 1.7281
H -1.3575 -2.7100 0.9221
H -1.5668 -2.2049 -1.7961
H -0.1956 -1.1968 -2.2192
H -1.9051 -0.4450 -1.9600
H 2.1063 2.3472 -0.3914
H 2.3155 1.4832 1.0550
H -3.1919 0.6077 1.3328
H -3.5181 1.3847 -0.8160
```

Calculated values
energy relative to the best compared isomer or geometry (same formula, charge and spin) = 89.7 kcal per mole
electronic energy = -897.77568 a.u.
HOMO (spin up / spin down) = -8.07 / -8.06 eV
frontier orbital gap (spin up / spin down) = 0.2674 / 0.2672 Eh